[1]
The following is a quantum chemistry calculation of a 9-piece molecular cluster, C37H82BrN9O13P2 overall in a non-equilibrium geometry, from the OMol25 dataset.

```
144
Properties=species:S:1:pos:R:3:lowdin_charge:R:1
C 1.033 1.221 -2.994 -0.10
O 1.848 2.311 -2.589 -0.21
C 3.045 2.419 -3.346 -0.23
C 3.929 3.567 -2.842 -0.17
C 3.179 4.590 -1.970 -0.21
C 4.177 5.617 -1.381 -0.18
C 4.209 5.717 0.160 -0.19
C 2.873 5.724 0.892 -0.19
C 3.062 5.456 2.399 -0.19
C 3.505 4.026 2.730 -0.17
C 2.478 3.009 2.234 -0.25
C 2.797 2.302 0.917 -0.43
O 3.776 2.370 0.243 0.16
N 1.691 1.433 0.744 0.06
C 1.277 0.969 2.037 -0.83
Br -0.623 1.632 2.407 0.67
P 1.405 -0.899 2.008 0.84
O 0.297 -1.336 0.889 -0.27
O 0.656 -1.407 3.375 -0.27
C 2.174 1.750 3.079 -0.41
P 3.675 0.879 3.640 0.70
O 4.455 0.181 2.598 -0.42
H 0.880 0.532 -2.152 0.07
H 0.049 1.558 -3.316 0.05
H 1.489 0.668 -3.816 0.09
H 3.601 1.476 -3.234 0.12
H 2.808 2.517 -4.413 0.12
H 4.333 4.110 -3.701 0.11
H 4.760 3.165 -2.262 0.10
H 2.669 4.022 -1.203 0.07
H 2.466 5.127 -2.590 0.10
H 5.180 5.288 -1.674 0.10
H 4.037 6.587 -1.858 0.10
H 4.701 6.663 0.413 0.11
H 4.864 4.924 0.519 0.10
H 2.193 4.950 0.524 0.09
H 2.356 6.674 0.778 0.11
H 3.800 6.154 2.802 0.12
H 2.130 5.630 2.933 0.07
H 4.477 3.766 2.303 0.11
H 3.620 3.943 3.816 0.10
H 1.519 3.531 2.175 0.12
H 1.806 0.734 0.016 0.12
H -0.348 -1.935 1.297 0.07
H 1.358 -1.587 4.014 0.05
H 1.509 1.913 3.928 0.08
H 4.434 1.847 4.327 0.02
H 3.242 -0.006 4.658 0.01
C -4.313 -0.417 -3.056 -0.08
N -2.981 0.030 -3.419 0.02
C -2.579 0.618 -4.572 -0.53
C -3.629 0.844 -5.635 -0.01
O -1.412 0.945 -4.734 0.02
H -4.645 0.105 -2.155 0.08
H -4.303 -1.489 -2.866 0.06
H -5.015 -0.216 -3.857 0.07
H -2.236 -0.107 -2.753 0.14
H -3.154 1.316 -6.489 0.08
H -4.064 -0.106 -5.948 0.08
H -4.421 1.496 -5.264 0.08
C -7.757 -4.581 -3.080 -0.07
N -6.406 -4.126 -3.356 0.02
C -5.940 -3.510 -4.470 -0.56
C -6.929 -3.239 -5.575 -0.01
O -4.760 -3.198 -4.565 0.00
H -8.142 -4.085 -2.186 0.08
H -7.759 -5.658 -2.913 0.08
H -8.413 -4.365 -3.915 0.07
H -5.699 -4.282 -2.655 0.14
H -6.405 -2.749 -6.392 0.08
H -7.354 -4.178 -5.933 0.05
H -7.732 -2.585 -5.231 0.09
C -1.546 -0.269 5.463 -0.09
N -2.459 0.807 5.808 0.02
C -3.732 0.732 6.275 -0.55
C -4.314 -0.648 6.479 -0.01
O -4.368 1.746 6.517 0.03
H -0.648 -0.194 6.081 0.08
H -1.255 -0.180 4.417 0.00
H -2.002 -1.240 5.625 0.08
H -2.134 1.753 5.692 0.09
H -5.328 -0.539 6.852 0.08
H -4.340 -1.199 5.538 0.08
H -3.728 -1.212 7.205 0.08
C -1.041 4.342 6.028 -0.07
N -0.004 5.056 5.309 0.02
C 0.313 6.379 5.371 -0.54
C -0.500 7.243 6.307 -0.01
O 1.211 6.833 4.682 0.04
H -0.603 3.545 6.633 0.08
H -1.749 3.900 5.324 0.07
H -1.586 5.011 6.685 0.08
H 0.566 4.536 4.659 0.12
H -0.131 8.261 6.237 0.08
H -1.554 7.228 6.029 0.09
H -0.399 6.900 7.337 0.08
C -5.128 -7.186 -8.493 -0.07
N -5.916 -6.628 -7.410 0.02
C -7.016 -7.153 -6.813 -0.54
C -7.509 -8.491 -7.311 -0.01
O -7.575 -6.557 -5.904 0.02
H -4.097 -7.336 -8.168 0.09
H -5.127 -6.505 -9.346 0.08
H -5.535 -8.139 -8.811 0.07
H -5.631 -5.740 -7.027 0.13
H -8.385 -8.769 -6.734 0.08
H -7.782 -8.434 -8.365 0.08
H -6.744 -9.257 -7.182 0.09
C -1.917 8.648 -1.171 -0.08
N -0.525 8.324 -1.412 0.01
C 0.096 7.120 -1.280 -0.53
C -0.742 5.947 -0.824 0.00
O 1.283 6.999 -1.519 0.04
H -2.381 9.030 -2.083 0.08
H -1.999 9.411 -0.395 0.08
H -2.463 7.767 -0.849 0.07
H 0.090 9.062 -1.718 0.14
H -0.102 5.070 -0.774 0.08
H -1.167 6.134 0.164 0.08
H -1.551 5.751 -1.530 0.09
C 3.486 -4.110 -0.487 -0.07
N 2.442 -4.079 0.517 0.01
C 2.183 -4.971 1.503 -0.55
C 3.075 -6.180 1.601 -0.02
O 1.252 -4.768 2.277 0.00
H 4.123 -3.229 -0.391 0.09
H 3.047 -4.112 -1.487 0.08
H 4.100 -4.998 -0.371 0.07
H 1.802 -3.301 0.519 0.08
H 2.744 -6.789 2.437 0.08
H 3.012 -6.772 0.685 0.09
H 4.110 -5.891 1.770 0.05
C 8.032 -9.665 2.534 -0.08
N 7.014 -8.682 2.217 0.01
C 6.839 -7.448 2.756 -0.53
C 7.810 -7.011 3.827 -0.01
O 5.925 -6.730 2.380 0.02
H 8.624 -9.894 1.646 0.08
H 7.567 -10.587 2.888 0.08
H 8.696 -9.293 3.306 0.07
H 6.334 -8.912 1.510 0.14
H 7.534 -6.012 4.150 0.08
H 7.769 -7.683 4.684 0.08
H 8.828 -6.988 3.439 0.08
```

structure (SMILES) = COCCCCCCCC[C@H]1C(=O)N[C@@](Br)(P(O)O)[C@H]1[PH2]=O.CNC(C)=O.CNC(C)=O.CNC(C)=O.CNC(C)=O.CNC(C)=O.CNC(C)=O.CNC(C)=O.CNC(C)=O
E_HOMO = -8.507 eV
ΔE to the lowest compared entry with this formula, charge and spin = 0.0 kJ/mol
spin multiplicity = 1
max |F| = 0.02246 Eh/bohr

[2]
The following is a quantum chemistry calculation of a 6-piece molecular cluster, C37H82N4O6 overall in a non-equilibrium geometry, from the OMol25 dataset.

```
129
Properties=species:S:1:pos:R:3:lowdin_charge:R:1
C 7.390 1.252 -2.746 -0.03
C 6.703 0.899 -4.032 -0.54
C 6.981 1.988 -5.060 -0.05
C 7.120 -0.434 -4.664 -0.13
C 6.478 -1.604 -3.966 -0.20
C 4.948 -1.626 -4.031 -0.11
C 4.455 -0.285 -3.401 -0.47
C 2.996 -0.062 -3.732 -0.05
C 4.523 -0.318 -1.787 0.00
N 5.210 0.823 -3.985 -0.10
O 4.684 1.993 -3.428 -0.04
H 7.194 0.418 -1.986 0.09
H 8.465 1.297 -2.819 0.08
H 6.965 2.181 -2.290 0.10
H 8.044 2.131 -5.288 0.09
H 6.393 1.837 -5.931 0.07
H 6.713 2.996 -4.513 0.12
H 6.850 -0.383 -5.755 0.13
H 8.200 -0.537 -4.695 0.12
H 6.870 -2.567 -4.301 0.11
H 6.740 -1.678 -2.940 0.09
H 4.539 -2.474 -3.544 0.10
H 4.660 -1.825 -5.076 0.12
H 2.744 -0.117 -4.806 0.09
H 2.729 0.879 -3.284 0.07
H 2.256 -0.784 -3.233 0.10
H 4.307 0.676 -1.434 0.07
H 5.485 -0.628 -1.373 0.06
H 3.873 -1.026 -1.347 0.04
H 4.153 2.353 -4.116 0.09
C 0.191 1.434 5.098 -0.05
C 0.347 2.546 4.081 -0.48
C -1.090 2.878 3.638 -0.03
C 0.933 3.771 4.834 -0.17
C 1.499 4.788 3.985 -0.22
C 2.511 4.186 3.080 -0.14
C 1.915 3.079 2.146 -0.52
C 0.930 3.694 1.133 -0.01
C 3.067 2.377 1.436 -0.03
N 1.287 2.099 3.000 -0.05
O 0.702 1.022 2.267 -0.08
H -0.322 0.604 4.584 0.07
H 1.200 1.038 5.444 0.11
H -0.445 1.695 5.952 0.09
H -1.524 2.155 3.018 0.04
H -1.769 2.904 4.518 0.10
H -1.183 3.829 3.106 0.07
H 0.103 4.100 5.452 0.12
H 1.677 3.432 5.576 0.13
H 0.696 5.229 3.316 0.13
H 1.871 5.663 4.530 0.12
H 3.247 3.669 3.659 0.11
H 3.126 4.858 2.445 0.13
H 0.661 2.920 0.426 0.08
H 1.514 4.519 0.717 0.10
H 0.036 4.047 1.536 0.04
H 3.713 3.041 0.810 0.10
H 2.842 1.508 0.850 0.06
H 3.692 2.066 2.272 0.08
H 0.025 1.265 1.554 0.08
C -6.579 -1.607 -0.864 -0.02
C -7.080 -0.157 -0.633 -0.51
C -8.330 -0.354 0.140 -0.07
C -6.173 0.756 0.233 -0.12
C -4.959 1.431 -0.453 -0.16
C -5.532 2.191 -1.683 -0.13
C -6.278 1.291 -2.652 -0.60
C -6.981 2.150 -3.670 -0.06
C -5.386 0.351 -3.371 -0.04
N -7.386 0.670 -1.873 -0.02
O -8.153 -0.219 -2.795 -0.03
H -5.648 -1.568 -1.336 0.02
H -6.452 -2.062 0.092 0.08
H -7.288 -2.050 -1.546 0.08
H -8.886 0.560 0.325 0.09
H -9.002 -1.057 -0.319 0.08
H -7.996 -0.795 1.092 0.10
H -6.876 1.569 0.430 0.11
H -5.987 0.260 1.182 0.12
H -4.404 2.105 0.201 0.10
H -4.266 0.660 -0.810 0.09
H -4.809 2.773 -2.277 0.13
H -6.259 2.933 -1.219 0.14
H -7.624 1.568 -4.379 0.09
H -6.210 2.714 -4.248 0.10
H -7.625 2.892 -3.161 0.09
H -4.591 0.843 -3.952 0.09
H -5.979 -0.307 -4.117 0.12
H -4.912 -0.378 -2.690 0.06
H -8.869 0.339 -2.987 0.06
C 2.620 -3.115 0.918 -0.04
C 1.167 -2.869 0.836 -0.50
C 0.950 -1.619 -0.057 -0.02
C 0.505 -4.060 0.208 -0.17
C 0.541 -5.272 1.138 -0.18
C -0.439 -4.983 2.278 -0.13
C 0.032 -3.751 3.084 -0.49
C -1.166 -3.259 3.898 -0.06
C 1.125 -4.105 4.101 -0.03
N 0.362 -2.620 2.142 -0.06
O 1.025 -1.637 2.956 -0.05
H 2.949 -4.021 1.376 0.07
H 3.004 -3.035 -0.145 0.10
H 3.200 -2.321 1.430 0.10
H 1.118 -1.848 -1.134 0.09
H -0.060 -1.172 0.037 0.08
H 1.624 -0.863 0.255 0.05
H -0.508 -3.916 -0.093 0.10
H 1.115 -4.390 -0.645 0.13
H 0.174 -6.116 0.534 0.12
H 1.603 -5.423 1.420 0.11
H -0.588 -5.964 2.776 0.13
H -1.400 -4.758 1.797 0.11
H -1.491 -4.077 4.676 0.12
H -2.055 -3.047 3.368 0.04
H -0.986 -2.387 4.544 0.09
H 1.747 -4.987 3.957 0.08
H 0.657 -4.350 5.077 0.08
H 1.787 -3.281 4.372 0.08
H 0.578 -0.773 2.797 0.07
C -3.025 -2.234 0.129 -0.12
O -2.374 -1.556 1.242 -0.18
H -3.962 -1.646 -0.142 0.06
H -2.467 -2.193 -0.842 0.09
H -3.203 -3.263 0.405 0.07
H -1.506 -2.011 1.470 0.06
O -1.670 1.354 0.768 -0.08
H -2.055 0.464 0.957 0.04
H -2.528 1.816 0.554 0.05
```

structure (SMILES) = CC1(C)CCCC(C)(C)N1O.CC1(C)CCCC(C)(C)N1O.CC1(C)CCCC(C)(C)N1O.CC1(C)CCCC(C)(C)N1O.CO.O
E_HOMO = -8.275 eV
ΔE to the lowest compared entry with this formula, charge and spin = 0.0 kJ/mol
spin multiplicity = 1
max |F| = 0.07371 Eh/bohr

[3]
The following is a quantum chemistry calculation of a 5-piece molecular cluster, C37H82NO overall, from the OMol25 dataset.

```
121
Properties=species:S:1:pos:R:3:mulliken_spin:R:1
C 4.466 0.155 3.160 0.00
C 4.379 1.391 2.259 0.00
C 3.442 1.310 1.040 0.00
C 3.967 0.327 -0.007 0.00
C 1.940 1.094 1.352 -0.03
C 1.552 -0.388 1.525 0.04
C 0.218 -0.715 2.245 -0.01
C -0.927 -0.890 1.242 0.09
C 0.351 -2.025 3.013 -0.04
N -0.105 0.354 3.248 0.40
O 0.294 0.112 4.443 0.53
C 0.010 1.800 2.876 -0.05
C -0.358 2.622 4.110 0.01
C -0.918 2.196 1.727 0.04
C 1.484 1.991 2.504 0.07
H 4.403 -0.775 2.596 0.00
H 3.677 0.140 3.916 0.00
H 5.419 0.136 3.691 0.00
H 5.380 1.627 1.883 0.00
H 4.087 2.252 2.865 0.00
H 3.485 2.302 0.574 0.00
H 3.274 0.227 -0.847 0.00
H 4.134 -0.668 0.408 0.00
H 4.921 0.680 -0.404 0.00
H 1.422 1.460 0.456 0.00
H 2.347 -0.923 2.038 0.00
H 1.489 -0.830 0.527 0.00
H -0.746 -1.800 0.668 0.00
H -1.017 -0.071 0.534 -0.01
H -1.880 -1.001 1.764 -0.01
H 0.380 -2.851 2.299 0.00
H 1.254 -2.049 3.620 0.01
H -0.503 -2.167 3.675 0.00
H -1.109 2.106 4.705 -0.01
H -0.753 3.593 3.806 0.00
H 0.507 2.790 4.750 0.00
H -1.939 1.864 1.929 -0.01
H -0.931 3.283 1.642 0.00
H -0.619 1.789 0.765 -0.01
H 2.067 1.796 3.408 0.01
H 1.635 3.039 2.216 0.00
C 3.512 5.260 1.886 0.00
C 4.547 6.374 1.780 0.00
C 5.957 5.919 2.154 0.00
C 6.101 5.381 3.579 0.00
C 5.657 6.347 4.677 0.00
C 6.445 7.652 4.697 0.00
H 3.423 4.890 2.909 0.00
H 2.524 5.601 1.573 0.00
H 3.791 4.414 1.252 0.00
H 4.244 7.214 2.411 0.00
H 4.565 6.757 0.757 0.00
H 6.651 6.751 2.002 0.00
H 6.272 5.135 1.457 0.00
H 7.150 5.116 3.745 0.00
H 5.538 4.449 3.677 0.00
H 5.763 5.847 5.643 0.00
H 4.591 6.566 4.569 0.00
H 7.512 7.459 4.825 0.00
H 6.121 8.296 5.515 0.00
H 6.319 8.213 3.769 0.00
C -5.244 -0.950 -4.231 0.00
C -3.982 -0.136 -4.495 0.00
C -2.727 -0.726 -3.852 0.00
C -2.782 -0.839 -2.327 0.00
C -3.057 0.474 -1.597 0.00
C -2.001 1.545 -1.852 0.00
H -5.484 -0.997 -3.168 0.00
H -6.105 -0.516 -4.742 0.00
H -5.125 -1.975 -4.591 0.00
H -4.131 0.891 -4.149 0.00
H -3.816 -0.067 -5.574 0.00
H -1.862 -0.125 -4.144 0.00
H -2.553 -1.724 -4.267 0.00
H -1.827 -1.244 -1.975 0.00
H -3.541 -1.571 -2.040 0.00
H -3.110 0.268 -0.525 0.00
H -4.041 0.861 -1.875 0.00
H -1.006 1.187 -1.574 0.00
H -2.208 2.445 -1.270 0.00
H -1.965 1.837 -2.903 0.00
C -3.081 -1.885 -11.823 0.00
C -3.586 -0.672 -11.050 0.00
C -3.155 -0.660 -9.584 0.00
C -3.646 -1.853 -8.761 0.00
C -5.162 -2.049 -8.756 0.00
C -5.923 -0.860 -8.179 0.00
H -3.475 -2.817 -11.414 0.00
H -3.379 -1.837 -12.871 0.00
H -1.991 -1.943 -11.788 0.00
H -4.676 -0.625 -11.117 0.00
H -3.216 0.239 -11.527 0.00
H -3.497 0.269 -9.120 0.00
H -2.061 -0.634 -9.536 0.00
H -3.304 -1.726 -7.728 0.00
H -3.171 -2.769 -9.123 0.00
H -5.393 -2.942 -8.170 0.00
H -5.518 -2.254 -9.770 0.00
H -5.593 -0.651 -7.158 0.00
H -6.996 -1.054 -8.146 0.00
H -5.770 0.045 -8.768 0.00
C 0.034 -7.633 6.784 0.00
C 0.488 -6.634 5.725 0.00
C -0.206 -5.277 5.829 0.00
C -1.727 -5.319 5.669 0.00
C -2.217 -5.950 4.366 0.00
C -1.713 -5.225 3.123 0.00
H -1.029 -7.861 6.694 0.00
H 0.578 -8.575 6.698 0.00
H 0.205 -7.239 7.788 0.00
H 0.326 -7.059 4.730 0.00
H 1.566 -6.481 5.813 0.00
H 0.222 -4.600 5.083 0.00
H 0.028 -4.833 6.802 0.00
H -2.106 -4.294 5.729 0.00
H -2.172 -5.853 6.513 0.00
H -3.310 -5.949 4.369 0.00
H -1.917 -7.001 4.322 0.00
H -2.014 -4.175 3.142 0.00
H -2.111 -5.671 2.211 0.00
H -0.624 -5.255 3.057 0.00
```

E_HOMO (alpha / beta) = -7.912 / -9.249 eV
<S²> = 0.754
spin multiplicity = 2
max |F| = 0.00762 Eh/bohr